{"formula": "C4H10Cl4O2", "method": "ωB97M-V/def2-TZVPD", "smiles": "ClCCl.ClCCl.OCCO", "e_lumo_ev": 0.5, "de_lowest_ev": 0.7726, "species": ["Cl", "C", "Cl", "H", "H", "Cl", "C", "Cl", "H", "H", "O", "C", "C", "O", "H", "H", "H", "H", "H", "H"], "positions_angstrom": [[-0.638, 1.334, 4.815], [0.669, 1.003, 3.730], [0.656, -0.742, 3.446], [0.528, 1.451, 2.747], [1.622, 1.371, 4.110], [2.435, -2.262, -1.452], [3.968, -1.304, -1.170], [3.642, 0.261, -0.419], [4.643, -1.872, -0.529], [4.496, -1.207, -2.119], [-2.074, 1.865, -0.523], [-1.727, 0.802, -1.320], [-2.687, -0.463, -1.194], [-2.514, -1.383, -2.341], [-1.568, 2.661, -0.702], [-1.731, 1.190, -2.339], [-0.688, 0.584, -1.072], [-3.706, -0.075, -1.193], [-2.546, -0.913, -0.212], [-2.781, -2.302, -2.264]], "forces_ev_per_angstrom": [[-0.465, 0.782, 0.495], [0.345, -0.172, -0.921], [0.618, -0.327, -0.153], [-0.350, 0.131, 0.266], [-0.156, -0.424, 0.287], [1.100, 0.648, 0.202], [-0.203, -0.776, -0.137], [0.079, -0.228, -0.247], [-0.499, 0.003, 0.214], [-0.503, 0.370, -0.018], [-1.799, 0.924, 2.051], [0.896, -1.242, -1.647], [0.208, 0.438, -0.570], [0.648, 1.891, 0.616], [0.098, -0.321, -0.272], [-0.105, -0.700, -0.519], [0.124, -0.890, -0.227], [-0.106, 0.024, -0.180], [0.283, -0.391, -0.171], [-0.216, 0.260, 0.931]], "mulliken_charge": [-0.143, -0.181, -0.156, 0.203, 0.277, -0.149, -0.254, -0.135, 0.260, 0.278, -0.548, -0.271, -0.276, -0.541, 0.316, 0.279, 0.228, 0.245, 0.271, 0.296]}

***

{"formula": "C13H13ClN2O2Pt", "method": "ωB97M-V/def2-TZVPD", "total_charge": 2, "e_lumo_ev": [-7.3, -11.4], "spin_multiplicity": 5, "de_lowest_ev": 0.4066, "species": ["Cl", "C", "C", "C", "H", "C", "C", "H", "H", "H", "C", "Pt", "C", "C", "O", "O", "H", "H", "H", "N", "C", "C", "C", "N", "C", "C", "H", "H", "H", "H", "H", "H"], "positions_angstrom": [[-2.969, 0.018, -1.816], [0.458, -2.800, -2.036], [1.554, -2.010, -1.533], [1.399, -0.673, -2.021], [2.414, -2.392, -0.999], [0.147, -0.564, -2.712], [-0.441, -1.895, -2.719], [-1.378, -2.165, -3.182], [0.283, -3.869, -1.923], [2.107, 0.142, -1.939], [-0.425, 0.634, -3.368], [-0.614, -1.350, -0.519], [0.019, -2.331, 1.022], [-2.547, -1.127, -0.159], [0.419, -3.019, 1.867], [-3.544, -1.463, 0.401], [-0.073, 1.539, -2.872], [-1.511, 0.592, -3.238], [-0.198, 0.669, -4.436], [0.784, 3.021, 4.039], [0.510, 2.156, 3.027], [1.529, 1.319, 2.504], [1.213, 0.425, 1.486], [-0.022, 0.376, 0.971], [-0.985, 1.201, 1.393], [-0.774, 2.088, 2.440], [1.706, 3.028, 4.425], [0.005, 3.586, 4.385], [2.561, 1.347, 2.821], [1.938, -0.295, 1.084], [-1.958, 1.093, 0.891], [-1.609, 2.723, 2.717]], "forces_ev_per_angstrom": [[-0.209, 0.211, 0.182], [-0.903, 0.665, -0.306], [0.643, 0.205, -1.599], [-0.483, -0.503, 0.235], [-0.114, 0.006, -0.008], [0.742, -0.418, -0.452], [0.834, -0.870, 0.295], [0.083, -0.035, -0.147], [0.215, 0.318, -0.002], [-0.027, -0.083, 0.201], [-0.184, 0.067, 0.230], [-0.362, 1.566, -0.315], [2.118, -4.044, 3.787], [-5.876, -2.146, 2.504], [-1.543, 2.397, -2.638], [4.067, 1.209, -1.627], [0.130, 0.040, -0.249], [0.641, 0.240, -0.620], [0.158, -0.025, 0.020], [-1.575, -1.411, -1.937], [0.654, 0.955, 0.953], [0.417, -0.879, -0.869], [0.153, 0.417, 0.618], [0.009, 0.453, -0.091], [-0.210, 0.236, 0.451], [-0.970, -0.101, -0.808], [0.503, 0.376, 0.583], [0.599, 0.111, 0.296], [0.012, 0.163, 0.397], [-0.223, 0.525, 0.246], [0.480, 0.314, 0.370], [0.219, 0.039, 0.303]], "mulliken_charge": [-0.212, -0.381, -0.933, -0.275, 0.533, 0.452, -0.448, 0.551, 0.424, 0.516, -0.979, 1.278, 0.201, 0.215, -0.369, -0.328, 0.353, 0.193, 0.326, -0.278, 1.273, -0.671, -0.325, -0.226, -0.425, -0.668, 0.273, 0.288, 0.357, 0.470, 0.438, 0.378]}

***

{"formula": "C7H10F5NOScTe", "method": "ωB97M-V/def2-TZVPD", "total_charge": -1, "e_lumo_ev": [1.2, 1.3], "species": ["C", "C", "C", "C", "C", "Sc", "N", "C", "C", "H", "H", "H", "H", "H", "H", "H", "H", "H", "H", "F", "Te", "F", "F", "F", "F", "O"], "positions_angstrom": [[-0.473, 1.013, -2.207], [0.913, 0.964, -1.860], [1.097, 1.843, -0.754], [-0.162, 2.401, -0.374], [-1.167, 1.853, -1.313], [-0.424, -0.659, -0.217], [-2.942, -0.689, -0.722], [0.198, -2.311, -0.822], [1.464, -1.878, -1.242], [2.076, 2.083, -0.259], [1.711, 0.398, -2.369], [-0.353, 3.077, 0.445], [-2.222, 2.033, -1.248], [-0.948, 0.423, -3.052], [1.650, -1.523, -2.419], [-0.247, -2.591, 0.204], [-3.001, -1.428, 0.116], [2.367, -2.008, -0.448], [-0.603, -2.743, -1.453], [1.011, 1.688, 2.858], [0.279, -0.073, 2.876], [-0.925, 0.532, 4.250], [-1.153, 0.568, 1.768], [1.504, -0.715, 4.116], [-0.723, -1.718, 2.852], [1.074, -0.539, 1.272]], "forces_ev_per_angstrom": [[-0.636, -1.223, -0.971], [0.076, 0.336, 0.184], [0.105, 0.398, 0.672], [-0.409, -1.587, -2.100], [2.171, 0.529, 1.498], [-2.788, 8.497, 0.021], [1.852, -2.015, 2.252], [-1.090, -5.928, -1.693], [2.490, -0.110, -0.175], [-1.158, -0.449, -0.517], [-0.688, 0.772, 0.299], [0.006, -0.046, 0.034], [-0.218, -0.085, -0.146], [0.617, 0.862, 1.178], [-0.467, -1.570, 3.660], [1.965, -0.501, -0.639], [-0.386, 1.407, -1.595], [-2.095, 0.747, -2.396], [0.674, 0.354, -0.486], [-0.315, -1.073, 0.589], [-1.443, 0.982, -1.854], [1.473, -0.723, -0.683], [-0.113, -0.208, 0.276], [-0.163, 0.121, 0.149], [0.540, 0.657, 0.562], [-0.001, -0.144, 1.881]], "mulliken_charge": [-0.562, -0.728, -0.372, -0.499, -0.469, 0.463, -0.552, -0.525, -0.359, 0.329, 0.681, 0.469, 0.434, 0.289, 0.301, 0.323, 0.120, 0.140, 0.297, -0.422, 2.090, -0.413, -0.500, -0.401, -0.451, -0.683]}

***

{"formula": "C5H7N", "method": "ωB97M-V/def2-TZVPD", "smiles": "C1=C[C@H]2N[C@H]2C1", "e_lumo_ev": 1.2, "de_lowest_ev": 1.7000, "species": ["C", "C", "C", "N", "C", "C", "H", "H", "H", "H", "H", "H", "H"], "positions_angstrom": [[-0.212, 0.662, -1.182], [0.635, -0.368, -1.138], [0.522, -1.107, 0.162], [1.041, -0.473, 1.368], [-0.362, -0.272, 1.024], [-0.916, 0.853, 0.144], [-0.350, 1.336, -2.027], [1.351, -0.630, -1.913], [0.483, -2.192, 0.157], [1.679, 0.293, 1.185], [-1.029, -0.696, 1.769], [-2.006, 0.727, 0.082], [-0.734, 1.867, 0.521]], "forces_ev_per_angstrom": [[0.223, -0.032, 0.095], [-0.107, 0.083, -0.020], [-0.038, -0.209, -0.106], [0.193, 0.191, 0.061], [-0.317, -0.050, 0.018], [0.022, 0.026, 0.076], [0.181, -0.072, 0.254], [-0.293, -0.110, 0.039], [0.169, 0.063, 0.049], [-0.227, 0.182, -0.255], [0.027, -0.015, -0.212], [0.188, 0.082, -0.096], [-0.023, -0.138, 0.099]], "mulliken_charge": [-0.328, -0.579, 0.039, -0.577, -0.350, -0.590, 0.373, 0.391, 0.388, 0.286, 0.373, 0.303, 0.271]}

***

{"formula": "C4H11NO3", "method": "ωB97M-V/def2-TZVPD", "total_charge": -2, "e_lumo_ev": 6.7, "de_lowest_ev": 2.1201, "species": ["C", "O", "C", "C", "C", "O", "N", "H", "H", "H", "H", "H", "H", "H", "H", "H", "H", "H", "O"], "positions_angstrom": [[0.688, -0.771, -0.629], [0.549, -0.622, -2.013], [-0.075, 0.361, 0.020], [0.156, 0.748, 1.509], [-0.912, 0.545, 2.595], [-0.645, 1.179, 3.725], [0.249, 1.565, -0.967], [1.811, -0.636, -0.397], [0.359, -1.738, -0.300], [-1.274, 0.523, -0.054], [0.270, 1.874, 1.389], [1.057, 0.477, 1.917], [-1.841, 1.052, 2.176], [-0.987, -0.498, 2.845], [1.255, 1.644, -1.098], [0.003, 1.310, -1.844], [-0.442, -2.959, -2.684], [-0.011, -1.580, -2.776], [-0.212, -2.475, -3.416]], "forces_ev_per_angstrom": [[0.370, 0.853, -1.822], [-0.019, -1.112, -0.126], [-1.957, 3.236, -0.489], [-1.196, 2.753, -2.321], [-0.507, 1.633, -0.604], [0.919, 1.032, 1.876], [0.809, 1.503, 4.941], [-1.187, -0.184, 0.389], [-0.123, -0.944, 0.590], [2.386, -1.684, -0.214], [-0.289, -1.007, 0.575], [2.550, -1.241, 0.825], [-0.176, -1.199, -0.450], [-0.765, -1.559, -0.669], [0.208, -0.148, 0.533], [-1.320, -1.575, -2.977], [-1.006, -2.473, 2.440], [0.962, 0.168, -0.350], [0.341, 1.948, -2.147]], "mulliken_charge": [-0.296, -0.786, 0.567, -0.848, -0.443, -0.931, -0.980, 0.171, 0.263, -0.045, 0.271, 0.299, 0.205, 0.172, 0.256, 0.344, 0.218, 0.392, -0.829]}

***

{"formula": "C5H6O2", "method": "ωB97M-V/def2-TZVPD", "e_lumo_ev": 1.0, "de_lowest_ev": 2.9498, "species": ["C", "O", "C", "C", "O", "C", "C", "H", "H", "H", "H", "H", "H"], "positions_angstrom": [[0.612, 0.617, 1.205], [0.780, -0.798, 1.110], [0.221, -1.197, -0.107], [-1.101, -0.618, -0.585], [-1.438, 0.597, 0.070], [-0.061, 1.027, -0.112], [0.209, -0.110, -1.121], [1.569, 1.098, 1.437], [-0.102, 0.820, 2.009], [0.460, -2.221, -0.374], [-1.915, -1.193, -1.013], [0.033, 2.065, -0.436], [0.644, -0.066, -2.113]], "forces_ev_per_angstrom": [[0.026, 0.308, -0.018], [-0.146, -0.097, 0.113], [-0.025, -0.222, -0.135], [-0.270, -0.316, -0.159], [-0.131, -0.076, 0.065], [0.198, 0.220, 0.170], [0.166, 0.066, -0.143], [-0.024, -0.109, -0.227], [0.168, 0.159, -0.039], [-0.070, 0.157, 0.035], [0.181, 0.037, -0.054], [-0.068, -0.150, 0.181], [-0.005, 0.022, 0.212]], "mulliken_charge": [-0.577, -0.439, -0.248, -0.193, -0.451, 0.207, -0.551, 0.331, 0.265, 0.407, 0.390, 0.450, 0.410]}

***

Number 1: calculated total energy -58493.398 eV. Number 2: calculated total energy -36514.270 eV. Number 3: calculated total energy -52536.513 eV. Number 4: calculated total energy -6786.813 eV. Number 5: calculated total energy -11954.480 eV. Number 6: calculated total energy -9374.146 eV.